Here is a molecular structure, C16H29ClN5O9Rb from the Open Molecules 2025 dataset. Energies are from the ωB97M-V functional and the def2-TZVPD basis.

```
61
Properties=species:S:1:pos:R:3:nbo_charge:R:1
H 1.918 -4.044 0.627 0.162
H 2.496 -0.633 -1.128 0.405
C -2.285 0.143 -3.213 -0.231
H 0.396 -1.754 -0.341 0.394
H -1.490 -1.594 -1.666 0.497
Rb -1.137 1.360 0.288 0.927
C 1.510 0.446 3.039 0.053
N 0.593 -2.483 0.340 -0.637
H -0.837 2.004 -4.157 0.163
H 5.435 2.182 4.014 0.213
H -2.668 0.488 -4.196 0.152
H -3.075 -2.544 -0.578 0.349
O -4.002 -0.547 3.402 -0.869
C -1.788 -2.588 1.015 -0.231
H -3.137 -0.314 -2.694 0.182
O -3.822 0.438 1.259 -0.896
H -3.457 2.399 -3.254 0.167
N -2.488 -1.891 -0.073 -0.877
O 1.466 1.224 -3.740 -0.771
C 3.352 2.156 2.045 -0.266
H 4.407 3.596 4.213 0.215
C 3.021 -2.379 -0.143 -0.215
C 4.431 2.508 4.295 -0.628
H 4.064 2.838 1.594 0.204
N 3.134 -1.421 -1.224 -0.859
H -1.729 -1.616 -4.242 0.132
H -0.376 -0.512 -3.989 0.204
H 2.313 1.746 0.183 0.250
H 3.877 -3.066 -0.185 0.155
H -0.665 2.976 -2.682 0.233
C -0.562 -3.340 0.525 -0.214
H 4.269 2.241 5.340 0.206
C 2.384 1.557 1.251 0.049
N -1.844 1.289 -2.433 -0.459
H 2.416 0.752 4.960 0.199
H 3.099 -1.838 0.804 0.192
H -1.483 -1.847 1.754 0.227
C 0.696 1.343 -2.767 0.780
C -3.003 2.182 -2.274 -0.347
O -3.515 4.470 -2.007 -0.763
O -0.838 -1.688 -2.390 -0.779
C -1.259 -0.940 -3.510 -0.074
Cl -3.414 0.534 2.654 2.546
C 2.444 0.999 3.905 -0.274
H -0.291 -4.086 1.283 0.170
C 3.395 1.878 3.406 0.003
C -0.702 1.954 -3.064 -0.364
H 2.910 -1.846 -2.116 0.348
O -1.967 3.599 -0.625 -0.821
H -0.827 -3.908 -0.388 0.151
O 0.941 1.073 -1.560 -0.843
H 0.745 -0.230 3.406 0.205
C 1.757 -3.230 -0.093 -0.220
H -3.756 1.642 -1.686 0.197
C -2.793 3.556 -1.569 0.763
O -3.825 1.798 3.191 -0.844
H -3.092 -1.164 0.303 0.409
H -2.455 -3.293 1.529 0.160
H 1.602 -3.707 -1.080 0.149
O -1.965 0.426 2.700 -0.900
N 1.477 0.708 1.738 -0.428
```

Results
F_max   0.7 eV/Å
Energy above the lowest of the compared OMol25 structures with the same formula, charge and spin   0.532 eV
HOMO-LUMO gap   6.680 eV
Charge   -2
HOMO level   -2.7 eV
Total energy   -2062.1977 Eh